DFT (the ωB97M-V functional and the def2-TZVPD basis) results for a single C4H7N3 molecule.

Multiplicity: 1
Calculated total energy (Eh): -320.7008
Relative energy (zero: lowest compared OMol25 entry of this formula, charge and spin) (kJ/mol): 479.2
HOMO energy (eV): -8.219
Kohn-Sham gap (eV): 9.21

```
14
Properties=species:S:1:pos:R:3:forces:R:3
C -0.791 -1.864 0.376 2.0311 1.2405 3.9017
C -0.820 -0.294 0.397 -0.3447 -2.8818 -1.9014
C 0.195 1.549 0.171 0.8545 0.8404 1.2859
C 0.462 -1.014 -0.027 -2.1035 0.2401 -1.6151
H -0.467 -2.354 1.419 -1.0894 0.7832 -2.5291
H -1.588 -2.350 -0.147 0.0707 -0.1636 -0.5258
H -1.272 -0.102 -0.698 0.3423 0.4487 2.8681
H -1.047 1.410 1.722 -0.2982 -0.3462 -0.0833
H 0.501 2.529 0.385 -0.4626 1.7172 0.3874
H 0.418 -0.460 -2.139 0.6650 0.1964 1.4467
H 1.231 -1.160 0.728 -0.0450 0.3948 -0.3239
N -0.420 0.838 1.169 -1.0230 -0.8761 0.2901
N 0.659 1.156 -0.911 2.0952 -1.3311 -3.3454
N 0.896 -0.247 -1.227 -0.6924 -0.2626 0.1441
```
Positions in Å, forces in eV/Å.

Results of the Mulliken charge analysis, in e, for atoms 1 through 4:
1 C -0.726
2 C -0.092
3 C -0.015
4 C -0.068

=====

DFT (the ωB97M-V functional and the def2-TZVPD basis) results for a single C4H7N3 molecule.

Multiplicity: 1
Calculated total energy (Eh): -320.7218
Relative energy (zero: lowest compared OMol25 entry of this formula, charge and spin) (kJ/mol): 424.0
HOMO energy (alpha / beta) (eV): -6.718 / -6.720
Kohn-Sham gap (alpha / beta) (eV): 7.72 / 7.72

```
14
Properties=species:S:1:pos:R:3:forces:R:3
C -2.269 0.806 -0.250 0.1358 -0.2614 0.0329
N -0.905 0.595 -0.722 0.4159 -0.3308 -0.6590
C 0.091 -0.200 -0.291 1.7814 -0.0723 -2.4800
N 1.594 -0.071 -1.272 -4.2237 -0.1983 2.3529
N 2.364 -0.370 -0.244 -0.1323 0.3416 1.4494
C 1.765 -0.601 0.933 1.2182 -1.5014 0.4211
C 0.380 -0.896 0.860 0.5197 0.9500 -0.5807
H -2.321 0.804 0.844 0.1932 -0.0625 -0.1773
H -2.639 1.778 -0.607 0.2948 -0.3143 0.0872
H -2.942 0.030 -0.634 0.0113 0.0797 0.1408
H -0.657 0.962 -1.623 -0.3207 0.2100 -0.3105
H 3.315 -0.739 -0.309 -0.2717 0.6451 -0.4936
H 2.353 -0.456 1.815 0.3953 -0.8827 0.4457
H -0.130 -1.642 1.500 -0.0171 1.3974 -0.2290
```
Positions in Å, forces in eV/Å.

Results of the Mulliken charge analysis, in e, for atoms 1 through 4:
1 C -0.792
2 N -0.238
3 C 0.420
4 N -0.726

=====

Copy entry 2 word for word.
DFT (the ωB97M-V functional and the def2-TZVPD basis) results for a single C4H7N3 molecule.

Multiplicity: 1
Calculated total energy (Eh): -320.7218
Relative energy (zero: lowest compared OMol25 entry of this formula, charge and spin) (kJ/mol): 424.0
HOMO energy (alpha / beta) (eV): -6.718 / -6.720
Kohn-Sham gap (alpha / beta) (eV): 7.72 / 7.72

```
14
Properties=species:S:1:pos:R:3:forces:R:3
C -2.269 0.806 -0.250 0.1358 -0.2614 0.0329
N -0.905 0.595 -0.722 0.4159 -0.3308 -0.6590
C 0.091 -0.200 -0.291 1.7814 -0.0723 -2.4800
N 1.594 -0.071 -1.272 -4.2237 -0.1983 2.3529
N 2.364 -0.370 -0.244 -0.1323 0.3416 1.4494
C 1.765 -0.601 0.933 1.2182 -1.5014 0.4211
C 0.380 -0.896 0.860 0.5197 0.9500 -0.5807
H -2.321 0.804 0.844 0.1932 -0.0625 -0.1773
H -2.639 1.778 -0.607 0.2948 -0.3143 0.0872
H -2.942 0.030 -0.634 0.0113 0.0797 0.1408
H -0.657 0.962 -1.623 -0.3207 0.2100 -0.3105
H 3.315 -0.739 -0.309 -0.2717 0.6451 -0.4936
H 2.353 -0.456 1.815 0.3953 -0.8827 0.4457
H -0.130 -1.642 1.500 -0.0171 1.3974 -0.2290
```
Positions in Å, forces in eV/Å.

Results of the Mulliken charge analysis, in e, for atoms 1 through 4:
1 C -0.792
2 N -0.238
3 C 0.420
4 N -0.726

=====

The lowest calculated total energy belongs to which entry?
number 2